The following is a quantum chemistry calculation of a cluster of 11 separate species, C26H71N4O12 in total, from the OMol25 dataset.

HOMO: -0.20275 Eh
energy relative to the best compared isomer or geometry (same formula, charge and spin): 57.8 kJ/mol
total charge: -1
Kohn-Sham gap: 7.5 eV
LUMO level: 2.0 eV

Geometry (Å):
C1 0.272 0.092 0.179
C2 -0.258 -0.326 -1.099
O1 -0.229 0.397 -2.110
O2 -0.740 -1.492 -1.101
H1 1.040 0.851 0.310
H2 0.715 -0.800 0.628
H3 -0.525 0.376 0.829
C3 -3.382 0.826 -1.480
O3 -3.024 -0.448 -2.002
H4 -2.860 1.573 -2.004
H5 -3.107 0.823 -0.424
H6 -4.470 1.002 -1.697
H7 -2.065 -0.366 -2.147
C4 4.634 1.447 0.872
O4 5.013 0.634 1.855
N1 3.907 0.976 -0.107
N2 4.881 2.690 0.757
H8 3.670 -0.030 0.042
H9 3.401 1.422 -0.905
H10 5.419 3.127 1.489
H11 4.270 3.296 0.238
C5 -1.624 -2.158 -4.300
O5 -2.413 -2.686 -5.287
N3 -1.318 -0.891 -4.347
N4 -1.340 -2.808 -3.232
H12 -1.606 -0.384 -5.185
H13 -0.763 -0.308 -3.676
H14 -1.380 -3.849 -3.334
H15 -1.003 -2.337 -2.375
C6 1.888 -2.394 -3.165
C7 2.351 -2.752 -1.804
C8 3.064 -1.645 -1.083
O6 1.415 -3.037 -1.018
H16 1.283 -3.207 -3.455
H17 2.621 -2.463 -3.827
H18 1.458 -1.434 -3.266
H19 3.059 -3.545 -1.759
H20 2.480 -0.766 -1.081
H21 3.855 -1.443 -1.707
H22 3.365 -1.835 -0.111
H23 0.808 -2.275 -1.030
C9 -3.419 -2.047 2.973
C10 -2.325 -1.828 1.966
C11 -1.036 -2.455 2.474
O7 -2.522 -2.181 0.808
H24 -4.392 -1.557 2.813
H25 -3.000 -1.790 3.936
H26 -3.750 -3.072 3.037
H27 -2.121 -0.738 2.031
H28 -0.696 -2.048 3.460
H29 -0.196 -2.382 1.776
H30 -1.133 -3.493 2.640
H31 -1.646 -2.065 0.314
C12 2.025 0.365 3.110
C13 2.100 1.846 3.309
C14 1.178 2.591 2.312
O8 1.616 2.133 4.417
H32 1.024 0.047 3.158
H33 2.576 -0.159 3.887
H34 2.288 0.080 2.072
H35 3.050 2.330 3.119
H36 0.833 3.600 2.588
H37 0.350 1.944 2.044
H38 1.669 2.868 1.328
H39 1.693 3.078 4.460
C15 -1.483 4.790 1.325
C16 -1.763 4.490 -0.065
C17 -0.994 3.284 -0.660
O9 -2.909 4.216 -0.399
H40 -0.623 5.419 1.456
H41 -1.299 3.977 1.929
H42 -2.347 5.338 1.799
H43 -1.579 5.346 -0.669
H44 -1.088 3.028 -1.696
H45 -1.210 2.333 -0.206
H46 0.044 3.541 -0.524
H47 -3.216 4.800 -1.047
C18 3.785 3.092 -2.748
C19 2.529 2.340 -2.899
C20 2.827 0.983 -3.500
O10 1.978 2.189 -1.834
H48 4.545 2.554 -2.207
H49 3.593 3.987 -2.167
H50 4.267 3.387 -3.671
H51 1.889 2.991 -3.472
H52 1.951 0.564 -3.918
H53 3.217 0.217 -2.820
H54 3.620 1.036 -4.297
H55 1.202 1.659 -1.965
C21 -1.669 1.319 3.907
C22 -2.858 1.704 3.088
C23 -3.622 2.925 3.561
O11 -2.589 1.806 1.879
H56 -1.081 2.196 4.067
H57 -0.972 0.620 3.415
H58 -1.919 0.863 4.845
H59 -3.471 0.811 3.158
H60 -3.958 2.790 4.645
H61 -4.541 3.032 2.965
H62 -3.004 3.852 3.489
H63 -1.988 2.493 1.655
C24 -1.547 -6.906 -1.234
C25 -0.806 -5.571 -0.984
C26 -1.166 -4.945 0.302
O12 0.397 -5.676 -0.996
H64 -1.169 -7.285 -2.200
H65 -2.647 -6.790 -1.180
H66 -1.172 -7.687 -0.608
H67 -1.146 -4.883 -1.735
H68 -0.726 -4.021 0.463
H69 -0.868 -5.542 1.172
H70 -2.192 -4.770 0.439
H71 0.848 -4.814 -0.976

Forces on atoms 1 to 6 (eV/Å):
1.71 -0.08 2.19
-0.01 -0.33 -0.84
0.51 1.06 -0.40
0.50 0.08 0.69
-0.14 0.29 -0.94
-0.13 0.03 0.19

The following is a quantum chemistry calculation of a structure of composition C26H71N6O8V, from the OMol25 dataset.

HOMO (spin up / spin down): -0.19298 / -0.28728 Eh
energy relative to the best compared isomer or geometry (same formula, charge and spin): 0.0 kJ/mol
Kohn-Sham gap (spin up / spin down): 5.7 / 8.3 eV
multiplicity: 3
LUMO level (spin up / spin down): 0.4 / 0.4 eV

Geometry (Å):
O1 0.843 2.697 3.950
V1 0.473 1.796 2.605
C1 -2.849 0.392 0.288
C2 -1.332 0.129 0.152
O2 -0.608 1.084 0.903
H1 -3.425 -0.268 -0.361
H2 -3.109 1.405 -0.019
H3 -3.117 0.290 1.340
H4 -0.941 0.089 -0.864
H5 -1.325 -0.898 0.519
C3 -2.487 -0.934 -3.438
C4 -1.566 -2.096 -3.846
C5 -0.630 -1.904 -5.011
O3 -1.403 -1.831 -6.196
C6 -0.758 -1.018 -7.191
N1 -0.813 -2.308 -2.638
H6 -3.183 -0.684 -4.239
H7 -1.844 -0.066 -3.293
H8 -3.067 -1.117 -2.534
H9 -2.126 -2.986 -4.133
H10 -0.104 -2.832 -5.233
H11 0.019 -1.054 -4.800
H12 0.212 -1.452 -7.431
H13 -0.564 -0.019 -6.801
H14 -1.367 -0.773 -8.062
H15 -1.489 -2.500 -1.913
H16 -0.388 -3.218 -2.750
C7 1.392 -2.196 4.121
C8 0.689 -0.862 3.747
C9 -0.274 -0.178 4.773
O4 -0.977 0.804 3.957
C10 -2.227 1.140 4.501
N2 1.694 0.012 3.163
H17 1.867 -2.144 5.101
H18 2.025 -2.627 3.345
H19 0.568 -2.902 4.224
H20 0.134 -1.091 2.837
H21 0.301 0.340 5.540
H22 -0.924 -0.949 5.187
H23 -2.990 0.375 4.362
H24 -2.578 2.027 3.971
H25 -2.169 1.266 5.582
H26 2.399 -0.008 3.885
H27 2.122 -0.485 2.395
C11 2.525 5.414 0.700
C12 1.544 4.518 1.491
C13 0.040 4.746 1.099
O5 -0.762 3.966 1.964
C14 -2.106 4.214 1.549
N3 1.892 3.106 1.353
H28 2.613 5.125 -0.347
H29 3.534 5.302 1.098
H30 2.195 6.452 0.664
H31 1.619 4.791 2.544
H32 -0.120 4.380 0.084
H33 -0.242 5.799 1.093
H34 -2.799 3.657 2.180
H35 -2.344 3.861 0.546
H36 -2.496 5.232 1.538
H37 2.894 3.113 1.477
H38 1.772 3.006 0.355
C15 -0.869 -4.726 2.126
C16 -2.236 -4.333 2.727
C17 -2.842 -2.983 2.263
O6 -4.133 -2.878 2.891
C18 -5.050 -2.125 2.268
N4 -3.157 -5.434 2.420
H39 -0.070 -4.081 2.493
H40 -0.943 -4.683 1.040
H41 -0.558 -5.705 2.490
H42 -2.110 -4.375 3.809
H43 -2.897 -3.048 1.177
H44 -2.179 -2.191 2.611
H45 -5.960 -2.015 2.858
H46 -5.245 -2.686 1.354
H47 -4.615 -1.164 1.994
H48 -3.149 -5.615 1.426
H49 -4.073 -5.044 2.585
C19 2.810 2.737 -2.996
C20 1.423 2.772 -2.330
C21 0.273 2.316 -3.257
O7 0.138 3.234 -4.314
C22 -0.252 2.603 -5.520
N5 1.577 1.920 -1.184
H50 3.172 1.744 -3.263
H51 3.554 3.219 -2.362
H52 2.811 3.393 -3.866
H53 1.339 3.810 -2.008
H54 -0.660 2.265 -2.695
H55 0.591 1.331 -3.597
H56 0.542 1.913 -5.808
H57 -0.371 3.387 -6.268
H58 -1.228 2.128 -5.422
H59 0.702 1.699 -0.731
H60 2.024 1.071 -1.500
C23 3.094 -3.298 -0.835
C24 2.478 -1.924 -0.488
C25 3.411 -0.998 0.276
O8 3.924 -1.476 1.468
C26 4.982 -0.681 1.931
N6 2.078 -1.162 -1.655
H61 3.402 -3.807 0.078
H62 3.875 -3.177 -1.586
H63 2.414 -3.955 -1.377
H64 1.514 -2.058 0.003
H65 2.985 0.005 0.299
H66 4.243 -0.875 -0.417
H67 4.822 0.394 1.844
H68 5.852 -0.798 1.284
H69 5.189 -0.966 2.963
H70 2.428 -1.520 -2.532
H71 1.081 -1.286 -1.753

Forces on atoms 1 to 6 (eV/Å):
-0.09 -0.17 -0.09
0.76 1.21 -0.08
0.55 0.67 -0.83
-0.40 1.25 1.47
0.19 -0.74 -0.12
-0.19 -0.32 0.20

The following is a quantum chemistry calculation of a structure of composition C26H72F12HfN6O8P2, from the OMol25 dataset.

HOMO: -0.44904 Eh
total charge: +2
Kohn-Sham gap: 1.7 eV
LUMO level: -10.5 eV

Geometry (Å):
Hf1 19.831 -15.779 0.057
P1 17.399 -13.228 -1.846
F1 16.610 -14.610 -1.447
F2 16.907 -12.510 -0.466
F3 18.680 -13.931 -1.048
F4 18.389 -11.929 -2.075
F5 17.910 -13.917 -3.211
F6 16.095 -12.563 -2.596
P2 22.032 -11.048 -0.256
F7 21.054 -10.809 1.006
F8 22.336 -12.543 0.296
F9 20.710 -11.745 -1.034
F10 22.970 -11.419 -1.595
F11 21.675 -9.547 -0.840
F12 23.351 -10.436 0.613
C1 15.037 -9.967 2.959
C2 16.041 -8.744 2.830
C3 16.218 -8.241 1.312
O1 16.788 -9.293 0.446
C4 18.182 -9.365 0.579
N1 15.565 -7.641 3.596
H1 14.902 -10.321 3.981
H2 15.445 -10.874 2.512
H3 14.029 -9.798 2.582
H4 16.981 -9.120 3.233
H5 16.884 -7.383 1.398
H6 15.270 -8.010 0.825
H7 18.492 -10.286 0.085
H8 18.620 -9.425 1.575
H9 18.724 -8.542 0.113
H10 15.025 -8.123 4.301
H11 16.330 -7.229 4.110
C5 13.686 -16.688 -2.092
C6 14.313 -16.829 -3.512
C7 13.391 -16.004 -4.434
O2 13.865 -15.897 -5.790
C8 13.019 -15.181 -6.701
N2 15.584 -16.252 -3.422
H12 12.685 -17.118 -2.053
H13 13.595 -15.713 -1.613
H14 14.298 -17.292 -1.422
H15 14.255 -17.849 -3.893
H16 13.432 -14.991 -4.033
H17 12.359 -16.350 -4.378
H18 11.975 -15.145 -6.392
H19 13.205 -15.529 -7.718
H20 13.392 -14.158 -6.739
H21 15.383 -15.367 -2.979
H22 15.786 -16.012 -4.382
C9 15.822 -7.627 -3.150
C10 15.908 -9.129 -3.570
C11 17.316 -9.702 -3.600
O3 18.075 -9.150 -4.699
C12 19.420 -9.599 -4.689
N3 15.050 -9.967 -2.676
H23 14.767 -7.367 -3.234
H24 16.363 -7.023 -3.878
H25 16.072 -7.354 -2.124
H26 15.471 -9.241 -4.562
H27 17.267 -10.777 -3.767
H28 17.834 -9.509 -2.660
H29 19.506 -10.565 -5.187
H30 19.834 -9.693 -3.686
H31 20.027 -8.833 -5.171
H32 15.194 -10.966 -2.653
H33 15.195 -9.575 -1.756
C13 10.256 -14.692 -1.483
C14 10.635 -13.691 -2.521
C15 11.952 -12.930 -2.180
O4 11.883 -12.215 -0.943
C16 13.000 -11.427 -0.674
N4 10.703 -14.440 -3.816
H34 9.254 -15.118 -1.539
H35 10.414 -14.226 -0.510
H36 10.931 -15.545 -1.555
H37 9.819 -12.972 -2.603
H38 12.124 -12.088 -2.851
H39 12.766 -13.655 -2.204
H40 12.973 -10.519 -1.277
H41 13.917 -12.014 -0.730
H42 12.945 -10.993 0.325
H43 10.647 -13.802 -4.598
H44 9.837 -14.959 -3.845
C17 19.696 -17.768 -4.078
C18 20.112 -16.518 -3.326
C19 20.295 -15.348 -4.382
O5 20.755 -14.236 -3.642
C20 20.845 -13.006 -4.275
N5 19.125 -16.246 -2.239
H45 20.505 -18.125 -4.716
H46 18.714 -17.693 -4.546
H47 19.579 -18.555 -3.334
H48 21.088 -16.747 -2.896
H49 19.331 -15.139 -4.844
H50 21.015 -15.708 -5.117
H51 20.055 -12.925 -5.022
H52 21.786 -12.949 -4.822
H53 20.878 -12.145 -3.608
H54 18.417 -16.941 -2.429
H55 18.656 -15.538 -2.787
C21 23.775 -14.574 -1.983
C22 22.798 -15.395 -1.171
C23 23.289 -15.507 0.287
O6 22.210 -16.059 1.063
C24 22.688 -16.582 2.259
N6 21.504 -14.673 -1.146
H56 23.398 -14.416 -2.994
H57 24.743 -15.071 -2.053
H58 24.130 -13.638 -1.552
H59 22.677 -16.336 -1.706
H60 23.443 -14.502 0.680
H61 24.253 -16.005 0.391
H62 22.754 -15.813 3.028
H63 23.641 -17.105 2.176
H64 21.988 -17.311 2.667
H65 21.255 -14.426 -2.093
H66 21.844 -13.749 -0.919
C25 17.980 -13.996 2.201
C26 19.226 -13.135 1.794
O7 20.394 -14.004 1.529
O8 17.823 -14.958 1.145
H67 17.148 -13.295 2.253
H68 18.067 -14.386 3.215
H69 19.440 -12.452 2.616
H70 19.060 -12.402 1.004
H71 21.042 -13.648 2.142
H72 16.898 -15.196 1.244

Forces on atoms 1 to 6 (eV/Å):
1.12 5.61 -2.04
-2.18 3.63 -0.28
0.16 0.84 -0.07
0.44 -1.12 -0.25
2.45 -1.26 1.51
-1.30 -1.98 -0.25

The following is a quantum chemistry calculation of a cluster of 14 separate species, C26H73Cl10O24P3 in total, from the OMol25 dataset.

HOMO: -0.34851 Eh
energy relative to the best compared isomer or geometry (same formula, charge and spin): 0.0 kJ/mol
Kohn-Sham gap: 9.6 eV
LUMO level: 0.1 eV

Geometry (Å):
C1 2.432 -22.537 -14.103
O1 2.029 -21.319 -14.704
P1 2.940 -20.029 -14.808
O2 3.377 -19.544 -13.478
O3 4.145 -20.449 -15.753
C2 3.924 -20.756 -17.120
O4 2.029 -19.052 -15.666
C3 2.161 -17.640 -15.610
H1 3.457 -22.554 -13.733
H2 2.328 -23.326 -14.854
H3 1.717 -22.842 -13.339
H4 4.776 -21.308 -17.525
H5 3.809 -19.851 -17.713
H6 3.118 -21.490 -17.213
H7 2.408 -17.248 -14.627
H8 1.234 -17.256 -16.045
H9 2.859 -17.270 -16.373
C4 -1.428 -29.861 -9.089
O5 -0.573 -28.897 -8.499
P2 -1.159 -27.663 -7.690
O6 -2.493 -27.892 -7.103
O7 -1.063 -26.355 -8.565
C5 -1.785 -26.168 -9.788
O8 -0.043 -27.367 -6.605
C6 0.119 -28.212 -5.472
H10 -2.460 -29.691 -8.782
H11 -1.184 -30.886 -8.807
H12 -1.377 -29.851 -10.179
H13 -2.688 -26.763 -9.898
H14 -1.109 -26.208 -10.641
H15 -2.078 -25.117 -9.731
H16 0.851 -28.986 -5.704
H17 -0.809 -28.741 -5.241
H18 0.402 -27.602 -4.621
C7 2.437 -21.994 -10.517
O9 1.952 -21.998 -9.168
P3 0.470 -21.461 -8.988
O10 -0.530 -21.895 -9.975
O11 0.660 -19.865 -8.930
C8 1.603 -19.363 -7.949
O12 0.158 -21.968 -7.508
C9 -0.485 -23.239 -7.346
H19 3.409 -22.485 -10.504
H20 2.589 -20.994 -10.922
H21 1.857 -22.585 -11.224
H22 1.374 -19.603 -6.910
H23 1.742 -18.281 -7.959
H24 2.522 -19.844 -8.281
H25 -0.371 -23.874 -8.223
H26 -1.542 -23.161 -7.099
H27 0.020 -23.737 -6.519
C10 1.710 -18.081 -10.658
C11 2.314 -16.956 -11.474
O13 3.595 -17.221 -12.005
O14 1.009 -19.018 -11.483
H28 1.006 -17.716 -9.906
H29 2.425 -18.589 -9.995
H30 2.440 -16.146 -10.746
H31 1.533 -16.673 -12.189
H32 3.462 -18.004 -12.583
H33 1.653 -19.398 -12.095
C12 3.793 -26.565 -9.580
C13 2.534 -25.728 -9.615
O15 2.154 -25.413 -10.970
O16 3.439 -27.940 -9.542
H34 4.466 -26.255 -8.777
H35 4.326 -26.342 -10.509
H36 2.658 -24.796 -9.061
H37 1.635 -26.202 -9.212
H38 1.726 -26.197 -11.326
H39 4.206 -28.515 -9.496
C14 -2.131 -19.851 -5.314
C15 -3.493 -19.668 -5.887
O17 -3.735 -20.569 -6.954
O18 -1.120 -19.518 -6.285
H40 -1.903 -20.872 -4.990
H41 -1.996 -19.200 -4.450
H42 -3.572 -18.612 -6.169
H43 -4.270 -19.842 -5.131
H44 -4.470 -20.229 -7.494
H45 -1.126 -20.243 -6.923
C16 6.176 -20.846 -11.824
C17 5.303 -20.054 -10.894
O19 5.297 -20.464 -9.519
O20 7.531 -20.507 -11.651
H46 5.761 -20.645 -12.822
H47 5.985 -21.918 -11.638
H48 4.280 -20.247 -11.232
H49 5.563 -19.001 -10.991
H50 5.617 -21.370 -9.470
H51 8.065 -21.110 -12.178
C18 2.843 -23.044 -3.885
C19 3.967 -22.807 -4.886
O21 4.645 -24.059 -5.081
O22 1.706 -23.606 -4.522
H52 2.464 -22.062 -3.584
H53 3.199 -23.563 -2.991
H54 4.686 -22.018 -4.657
H55 3.469 -22.589 -5.838
H56 5.286 -23.937 -5.786
H57 2.010 -24.364 -5.042
C20 -3.898 -21.585 -9.887
C21 -5.229 -20.855 -10.061
O23 -5.460 -19.866 -9.041
O24 -3.976 -22.567 -8.872
H58 -3.072 -20.896 -9.724
H59 -3.864 -22.174 -10.806
H60 -6.108 -21.503 -10.106
H61 -5.235 -20.303 -11.012
H62 -6.342 -19.494 -9.027
H63 -3.701 -22.169 -8.033
C22 6.261 -19.676 -6.184
Cl1 6.421 -18.801 -4.635
Cl2 4.561 -19.951 -6.563
H64 6.687 -19.012 -6.925
H65 6.688 -20.670 -6.157
C23 -1.574 -17.146 -8.361
Cl3 -1.899 -16.266 -6.869
Cl4 -1.509 -16.043 -9.774
H66 -0.656 -17.709 -8.243
H67 -2.412 -17.827 -8.468
C24 -2.180 -22.688 -13.242
Cl5 -1.946 -24.254 -12.430
Cl6 -1.014 -22.401 -14.592
H68 -3.186 -22.626 -13.634
H69 -1.940 -21.929 -12.507
C25 2.726 -14.764 -7.308
Cl7 2.795 -14.855 -5.511
Cl8 1.246 -15.503 -7.923
H70 2.767 -13.700 -7.531
H71 3.623 -15.127 -7.805
C26 0.320 -17.116 -4.498
Cl9 1.876 -17.475 -3.748
Cl10 -0.307 -15.518 -4.026
H72 0.375 -17.191 -5.578
H73 -0.339 -17.903 -4.153

Forces on atoms 1 to 6 (eV/Å):
-0.20 -1.24 -0.26
-0.19 1.02 -0.49
-0.38 -0.40 0.38
0.04 -0.13 -0.88
0.33 0.40 0.71
0.13 -0.94 -0.59

Number 1: total energy -2154.86246 Eh. Number 2: total energy -2907.51463 Eh. Number 3: total energy -3892.97325 Eh. Number 4: total energy -8466.31739 Eh.